The following is a quantum chemistry calculation of a cluster of 7 separate species, C42H44F2N6O5S in total in a non-equilibrium geometry, from the Open Molecules 2025 dataset.

Element x y z (Å)
1 C 1.133 4.718 -0.681
2 C 1.841 3.385 -0.756
3 C 3.173 3.406 -1.168
4 C 3.938 2.264 -1.250
5 C 3.382 1.047 -0.881
6 C 2.065 1.009 -0.479
7 C 1.267 2.156 -0.429
8 C -0.173 2.023 0.036
9 C -1.065 1.047 -0.729
10 F -0.360 0.196 -1.535
11 O -1.784 0.228 0.201
12 S -2.832 -0.672 -0.620
13 O -2.270 -1.925 -0.956
14 O -4.080 -0.629 0.064
15 O -2.896 0.272 -1.905
16 C -2.236 1.559 -1.600
17 O -3.128 2.296 -0.847
18 C -1.953 2.199 -2.957
19 C -0.955 3.339 -2.905
20 F -1.483 1.241 -3.850
21 H 1.789 5.457 -0.216
22 H 0.908 5.092 -1.683
23 H 0.210 4.701 -0.104
24 H 3.609 4.365 -1.432
25 H 4.970 2.297 -1.579
26 H 3.926 0.116 -0.918
27 H 1.629 0.058 -0.198
28 H -0.141 1.627 1.056
29 H -0.672 2.987 0.111
30 H -4.010 2.165 -1.220
31 H -2.903 2.563 -3.363
32 H -1.098 3.970 -3.783
33 H -1.092 3.962 -2.022
34 H 0.060 2.941 -2.951
35 N -4.562 0.133 5.488
36 C -4.520 -1.127 5.914
37 C -4.293 -2.213 5.081
38 C -4.099 -1.977 3.729
39 C -4.137 -0.672 3.266
40 C -4.370 0.340 4.185
41 H -4.678 -1.271 6.978
42 H -4.269 -3.216 5.485
43 H -3.920 -2.797 3.044
44 H -3.992 -0.450 2.217
45 H -4.407 1.376 3.864
46 N 0.057 1.042 -8.118
47 C -0.588 0.928 -6.958
48 C -1.931 0.595 -6.854
49 C -2.645 0.370 -8.020
50 C -1.989 0.486 -9.235
51 C -0.643 0.821 -9.229
52 H 0.001 1.112 -6.067
53 H -2.397 0.514 -5.884
54 H -3.694 0.108 -7.983
55 H -2.506 0.319 -10.171
56 H -0.095 0.919 -10.159
57 N 4.587 -1.418 -2.864
58 C 3.697 -1.331 -3.849
59 C 3.232 -2.426 -4.561
60 C 3.721 -3.680 -4.233
61 C 4.649 -3.787 -3.210
62 C 5.046 -2.629 -2.558
63 H 3.339 -0.332 -4.075
64 H 2.505 -2.295 -5.350
65 H 3.383 -4.560 -4.765
66 H 5.056 -4.746 -2.918
67 H 5.764 -2.676 -1.746
68 N -9.934 1.737 5.892
69 C -10.390 0.730 6.633
70 C -9.675 -0.434 6.871
71 C -8.417 -0.562 6.306
72 C -7.926 0.476 5.530
73 C -8.723 1.598 5.357
74 H -11.380 0.865 7.056
75 H -10.097 -1.219 7.484
76 H -7.825 -1.455 6.466
77 H -6.949 0.416 5.074
78 H -8.373 2.433 4.760
79 N 5.629 0.264 0.990
80 C 6.718 -0.458 0.732
81 C 7.773 -0.602 1.620
82 C 7.694 0.043 2.845
83 C 6.570 0.803 3.126
84 C 5.570 0.881 2.167
85 H 6.738 -0.942 -0.240
86 H 8.633 -1.203 1.356
87 H 8.496 -0.044 3.567
88 H 6.466 1.325 4.067
89 H 4.671 1.462 2.348
90 N 2.993 -2.739 2.625
91 C 2.632 -3.932 3.092
92 C 3.517 -4.982 3.288
93 C 4.853 -4.783 2.978
94 C 5.245 -3.547 2.488
95 C 4.281 -2.562 2.332
96 H 1.578 -4.050 3.321
97 H 3.166 -5.929 3.672
98 H 5.575 -5.578 3.116
99 H 6.276 -3.345 2.232
100 H 4.546 -1.583 1.954

## Properties
Largest force on an atom, Eh/bohr: 0.0290
Calculated total energy, Ha: -2929.4515
Molecular weight, g mol⁻¹: 782.9
Highest occupied orbital energy, eV: -8.8
Kohn-Sham gap, eV: 9.22
SMILES string: Cc1ccccc1C[C@@]1(F)OS(=O)(=O)O[C@]1(O)[C@@H](C)F.c1ccncc1.c1ccncc1.c1ccncc1.c1ccncc1.c1ccncc1.c1ccncc1

Atom charges from the Löwdin analysis, given in e for atoms 1 to 6: C -0.053; C -0.234; C -0.056; C -0.075; C -0.096; C -0.028